Molecular formula: C24H28FN3O3
Method: DFT, wB97M-V/def2-TZVPD

Values from the calculation:
highest occupied orbital energy: -8.6 eV
relative energy (zero: lowest compared OMol25 entry of this formula, charge and spin): 41.3 kcal/mol
electronic energy: -1421.2229 hartree
structure (SMILES): COc1ccc([C@@H]2/C=C\CN(C(=O)NC(C)C)CC(=O)N2Cc2ccc(F)cc2)cc1
net charge: 0
multiplicity: 1

The geometry in XYZ format:
```
59
Properties=species:S:1:pos:R:3:lowdin_charge:R:1
C -7.77575 -0.98558 -0.64176 -0.09
O -6.85280 -0.99690 0.42058 -0.08
C -5.59898 -0.52188 0.19949 -0.28
C -4.73165 -0.55444 1.29409 0.01
C -3.43793 -0.10160 1.17392 -0.03
C -2.95843 0.38474 -0.04125 -0.19
C -1.54103 0.91374 -0.12803 -0.22
C -1.01427 1.05991 -1.53194 -0.06
C -0.13228 1.98659 -1.88160 -0.05
C 0.47266 2.99285 -0.93657 -0.14
N 1.26470 2.37046 0.11342 -0.03
C 2.48254 1.84031 -0.28820 -0.53
O 2.89332 2.02714 -1.41994 0.06
N 3.19294 1.18149 0.65770 0.12
C 4.47082 0.57116 0.32266 -0.41
C 4.70490 -0.62166 1.23865 -0.04
C 5.58919 1.60614 0.44733 -0.05
C 0.66724 2.05175 1.39010 -0.05
C 0.34110 0.55581 1.45964 -0.42
O 1.01925 -0.18752 2.15294 0.07
N -0.62848 0.08264 0.65456 0.00
C -0.68640 -1.36473 0.48482 -0.08
C 0.62760 -1.94426 0.01994 -0.20
C 1.13535 -3.08805 0.62232 -0.03
C 2.32667 -3.64565 0.19506 -0.01
C 3.00971 -3.04011 -0.84354 -0.29
F 4.17554 -3.57788 -1.26311 0.05
C 2.53184 -1.89901 -1.45992 0.00
C 1.33794 -1.35754 -1.02080 -0.01
C -3.83088 0.44128 -1.11572 -0.02
C -5.13706 -0.00894 -1.00625 -0.01
H -7.97288 0.03264 -0.99225 0.10
H -8.69347 -1.41060 -0.23875 0.09
H -7.43117 -1.59932 -1.48023 0.10
H -5.10348 -0.93644 2.23131 0.12
H -2.78665 -0.12248 2.03514 0.12
H -1.55619 1.90546 0.33592 0.14
H -1.34590 0.32433 -2.25131 0.12
H 0.24784 2.00707 -2.89226 0.11
H 1.14742 3.64180 -1.49923 0.12
H -0.29949 3.61008 -0.46860 0.13
H 2.75341 0.83517 1.49512 0.10
H 4.41827 0.24232 -0.72275 0.13
H 4.85804 -0.28477 2.26205 0.08
H 3.84723 -1.29041 1.21969 0.06
H 5.58471 -1.17364 0.91939 0.08
H 6.54434 1.15960 0.18482 0.08
H 5.39197 2.43552 -0.22623 0.07
H 5.64306 1.98353 1.46624 0.08
H 1.37785 2.27252 2.19465 0.14
H -0.20992 2.68087 1.54937 0.13
H -0.95952 -1.82907 1.43803 0.13
H -1.46996 -1.58175 -0.24463 0.14
H 0.59920 -3.54510 1.44012 0.12
H 2.73115 -4.53067 0.66019 0.12
H 3.08611 -1.44236 -2.26401 0.12
H 0.96703 -0.46121 -1.49316 0.10
H -3.50526 0.85453 -2.05818 0.11
H -5.78114 0.05215 -1.86902 0.10
```

---

Molecular formula: C24H28FN3O3
Method: DFT, wB97M-V/def2-TZVPD

Values from the calculation:
highest occupied orbital energy: -9.0 eV
relative energy (zero: lowest compared OMol25 entry of this formula, charge and spin): 0.0 kcal/mol
electronic energy: -1421.2887 hartree
structure (SMILES): CC(=O)N[C@@H](Cc1cccc(F)c1)C(=O)NC1CCN(C(=O)c2cccc(C)c2)CC1
net charge: 0
multiplicity: 1

The geometry in XYZ format:
```
59
Properties=species:S:1:pos:R:3:lowdin_charge:R:1
C 0.41274 3.26164 1.23877 0.01
C -0.27057 2.71009 0.01632 -0.53
O -1.23875 3.23453 -0.51969 0.03
N 0.27888 1.57428 -0.45281 0.12
C -0.15359 0.92266 -1.67194 -0.19
C 1.01438 0.14227 -2.28354 -0.09
C 2.12980 1.07653 -2.64602 -0.22
C 2.08886 1.79374 -3.83644 -0.04
C 3.08606 2.69741 -4.15619 -0.07
C 4.14576 2.90750 -3.29039 -0.02
C 4.17617 2.18935 -2.11034 -0.27
F 5.20224 2.38106 -1.25199 0.05
C 3.19037 1.28101 -1.77394 0.03
C -1.35848 -0.01286 -1.41714 -0.41
O -1.32483 -1.19507 -1.70376 0.04
N -2.37930 0.64942 -0.86327 0.13
C -3.64158 0.16911 -0.31854 -0.27
C -3.92158 0.99347 0.94287 -0.11
C -2.77583 0.80069 1.94349 -0.11
N -2.22182 -0.53894 1.85487 -0.03
C -0.89077 -0.73429 1.91179 -0.41
O -0.09630 0.19059 2.02683 0.05
C -0.41946 -2.15617 1.91957 -0.15
C -0.19825 -2.87261 0.75106 -0.02
C 0.30517 -4.16060 0.82867 -0.06
C 0.58912 -4.73026 2.05592 -0.05
C 0.37911 -4.02051 3.23315 -0.27
C 0.70862 -4.63557 4.55920 -0.05
C -0.12225 -2.72987 3.15069 0.02
C -3.18544 -1.54752 1.49378 -0.12
C -3.65161 -1.32484 0.04436 -0.09
H 0.46390 2.48795 2.00186 0.07
H 1.42582 3.56552 0.98408 0.09
H -0.13686 4.12095 1.61200 0.09
H 0.90129 1.06029 0.15341 0.13
H -0.48292 1.71599 -2.35618 0.16
H 0.64555 -0.38423 -3.16448 0.13
H 1.35066 -0.60319 -1.56072 0.13
H 1.26713 1.63826 -4.51970 0.12
H 3.04060 3.24457 -5.08548 0.11
H 4.93421 3.60710 -3.51689 0.12
H 3.26447 0.73925 -0.84351 0.13
H -2.25720 1.65847 -0.78554 0.11
H -4.42529 0.35920 -1.06607 0.15
H -4.87115 0.67039 1.37106 0.12
H -4.00509 2.05178 0.69385 0.12
H -1.96460 1.50393 1.74749 0.11
H -3.13550 0.97382 2.96568 0.13
H -0.42466 -2.43741 -0.20971 0.09
H 0.47451 -4.72113 -0.07869 0.11
H 0.98103 -5.73620 2.10624 0.11
H 0.26034 -4.07171 5.37336 0.07
H 0.35545 -5.66407 4.60458 0.08
H 1.78877 -4.64718 4.70595 0.08
H -0.28553 -2.15693 4.05296 0.13
H -2.74392 -2.53781 1.60591 0.12
H -4.03238 -1.46801 2.18439 0.13
H -4.66358 -1.71333 -0.07063 0.12
H -3.00097 -1.85853 -0.64530 0.10
```

---

Number 1: LUMO energy 0.6 eV. Number 2: LUMO energy 0.8 eV.